C35H72AsBrN3PdSi5 | the ωB97M-V functional and the def2-TZVPD basis

```
118
Properties=species:S:1:pos:R:3:forces:R:3
Pd -0.0048 1.5609 0.5672 0.060 0.041 0.329
C -1.8605 3.4332 4.7004 0.050 -0.030 -0.039
Si -2.1715 3.1522 2.8600 -0.184 -0.007 0.026
C -2.9854 1.4863 2.6635 0.016 0.035 -0.014
C -3.3743 4.4932 2.2820 0.045 0.005 -0.005
N -0.6771 3.1444 1.9886 0.114 0.002 -0.051
C 0.2111 4.1298 1.9802 -0.089 0.039 -0.025
C -0.0700 5.4603 2.4226 0.013 0.016 0.028
C 0.8496 6.4678 2.3405 -0.025 -0.010 0.017
C 2.1322 6.2098 1.8130 0.023 -0.015 -0.022
C 2.4675 4.9480 1.4037 0.005 0.036 0.030
C 1.5622 3.8479 1.4894 0.062 -0.033 -0.015
N 1.8754 2.5856 1.1783 -0.183 0.112 -0.012
Si 3.5145 2.0291 1.0954 0.180 -0.121 -0.024
C 4.4703 2.5953 2.6243 -0.038 0.005 -0.019
C 4.4457 2.5673 -0.4557 -0.046 0.030 0.030
C 3.5935 0.1570 1.1315 -0.042 0.063 0.007
H -2.8037 3.5751 5.2355 -0.009 -0.007 -0.010
H -1.2347 4.3107 4.8765 -0.003 0.014 -0.003
H -1.3545 2.5672 5.1341 0.002 0.000 0.000
H -3.9228 1.4418 3.2260 -0.009 0.005 -0.003
H -2.3252 0.6947 3.0235 0.020 -0.038 0.008
H -3.1881 1.2820 1.6108 0.040 0.002 0.049
H -4.4091 4.1580 2.3921 0.004 0.002 0.009
H -3.2122 4.7390 1.2305 -0.012 -0.009 0.000
H -3.2607 5.4136 2.8601 -0.011 -0.005 -0.001
H -1.0657 5.6757 2.7890 0.019 0.002 0.006
H 0.5857 7.4695 2.6576 0.000 0.002 -0.002
H 2.8494 7.0162 1.7166 0.000 0.002 0.003
H 3.4479 4.7754 0.9802 0.003 -0.007 0.002
H 4.4924 3.6764 2.7622 -0.003 -0.007 -0.007
H 5.5013 2.2340 2.5689 -0.002 -0.001 0.000
H 4.0140 2.1559 3.5163 0.005 0.001 -0.003
H 4.5007 3.6504 -0.5773 0.012 -0.001 -0.002
H 3.9535 2.1628 -1.3431 -0.003 -0.001 0.001
H 5.4675 2.1765 -0.4334 -0.004 -0.010 0.015
H 2.7467 -0.2660 1.6746 0.015 0.009 -0.004
H 4.5175 -0.1514 1.6301 0.007 -0.005 -0.015
H 3.5947 -0.2713 0.1287 -0.010 0.004 0.000
C 2.1088 -6.2459 -0.9131 0.023 0.030 0.004
C 1.8519 -4.8641 -0.2917 0.011 0.009 -0.017
C 1.0209 -5.0574 0.9856 -0.013 -0.006 -0.007
C 3.1970 -4.2783 0.1698 -0.065 0.006 0.033
Si 0.9327 -3.6925 -1.5223 -0.013 0.108 0.002
Br 1.2099 -1.6324 -0.6754 0.058 -0.168 -0.059
C -0.9694 -3.9831 -1.5612 0.012 0.011 0.020
C -1.3101 -5.4758 -1.6939 0.017 0.010 0.004
C -1.6175 -3.2280 -2.7326 0.000 -0.014 0.003
C -1.6479 -3.4300 -0.2959 -0.006 0.020 -0.027
C 1.7348 -3.6417 -3.2753 -0.006 -0.025 0.013
C 1.3411 -2.3635 -4.0348 -0.006 -0.004 0.013
C 1.3247 -4.8617 -4.1160 -0.003 -0.001 0.040
C 3.2671 -3.6251 -3.1860 -0.014 0.000 0.044
H 2.5535 -6.9043 -0.1581 -0.003 -0.003 0.002
H 2.8074 -6.1947 -1.7498 -0.014 -0.009 0.014
H 1.1936 -6.7227 -1.2669 -0.031 -0.016 -0.006
H 1.6042 -5.6496 1.6998 0.002 0.004 0.003
H 0.0884 -5.5916 0.8033 0.017 0.039 0.040
H 0.7890 -4.1013 1.4609 0.016 -0.019 0.006
H 3.6570 -4.9770 0.8782 0.001 -0.008 -0.008
H 3.0593 -3.3248 0.6811 0.019 -0.015 -0.011
H 3.9018 -4.1235 -0.6423 0.036 0.018 -0.093
H -0.8500 -5.9349 -2.5715 0.001 -0.011 -0.021
H -2.3954 -5.5839 -1.7960 0.001 -0.007 -0.006
H -1.0083 -6.0490 -0.8153 -0.020 -0.003 -0.058
H -1.3160 -3.6190 -3.7043 0.008 -0.001 -0.026
H -1.4058 -2.1568 -2.6885 -0.012 -0.010 0.011
H -2.7052 -3.3438 -2.6590 0.003 0.002 0.002
H -1.2641 -3.8606 0.6272 0.010 -0.013 0.022
H -2.7186 -3.6598 -0.3483 0.001 -0.008 0.001
H -1.5507 -2.3437 -0.2480 -0.008 -0.006 0.024
H 0.2680 -2.2463 -4.1626 0.005 -0.005 -0.006
H 1.7967 -2.3973 -5.0313 -0.001 0.001 0.002
H 1.7107 -1.4725 -3.5273 -0.006 0.010 0.005
H 0.2582 -4.8670 -4.3390 -0.025 -0.011 0.000
H 1.5738 -5.8072 -3.6286 -0.008 0.011 -0.019
H 1.8582 -4.8336 -5.0727 -0.003 -0.001 -0.002
H 3.6237 -2.7972 -2.5703 0.017 -0.001 0.020
H 3.6764 -3.4897 -4.1934 0.003 0.000 0.005
H 3.6748 -4.5562 -2.7920 0.019 0.003 0.027
C -0.3035 -1.0864 5.1787 0.004 -0.002 -0.004
C 0.3619 0.1226 5.0469 -0.008 0.005 0.013
C 0.6977 0.5598 3.7730 -0.015 0.043 -0.024
N 0.4168 -0.1322 2.6735 0.026 -0.147 -0.004
C -0.2232 -1.2900 2.8059 -0.035 0.024 0.004
C -0.6046 -1.8095 4.0349 -0.016 0.006 0.008
H -0.5880 -1.4560 6.1562 -0.001 0.002 0.001
H 0.6099 0.7245 5.9115 0.001 0.005 -0.005
H 1.1942 1.5123 3.6090 0.005 -0.009 0.000
H -0.4528 -1.8103 1.8815 0.013 -0.003 -0.005
H -1.1329 -2.7526 4.0870 0.001 -0.002 -0.002
C -4.8085 -0.2957 -0.2879 0.058 0.013 0.006
Si -3.8781 1.0151 -1.2904 -0.127 -0.027 -0.021
C -4.5747 2.7010 -0.8014 0.096 -0.018 -0.004
C -4.4312 0.7035 -3.0748 0.026 0.002 0.050
As -1.6119 0.5956 -1.0980 0.060 0.057 -0.084
Si -0.7768 2.4575 -2.2231 -0.081 0.085 -0.240
C 1.0598 2.1757 -2.5748 -0.023 0.002 -0.005
C -1.5532 2.6948 -3.9451 -0.010 -0.026 0.039
C -0.9709 4.1572 -1.4062 0.024 -0.045 -0.005
H -5.8866 -0.2268 -0.4638 0.001 0.007 -0.005
H -4.6303 -0.2091 0.7856 0.004 0.003 -0.015
H -4.4748 -1.2894 -0.6002 -0.012 -0.005 0.006
H -5.6498 2.7505 -0.9996 -0.004 -0.012 -0.007
H -4.0845 3.4981 -1.3666 -0.027 0.006 0.007
H -4.4126 2.8997 0.2593 -0.010 0.005 -0.019
H -5.5240 0.6775 -3.1388 -0.001 0.006 0.008
H -4.0429 -0.2573 -3.4215 -0.006 -0.001 0.002
H -4.0659 1.4724 -3.7559 -0.011 -0.017 0.000
H 1.2042 1.2435 -3.1278 0.000 -0.003 0.008
H 1.6294 2.1137 -1.6449 -0.001 -0.003 0.008
H 1.4678 2.9985 -3.1715 -0.005 0.001 0.005
H -1.5738 1.7595 -4.5094 -0.002 0.005 0.004
H -0.9821 3.4339 -4.5173 0.007 0.002 0.012
H -2.5799 3.0617 -3.8633 0.021 0.013 -0.013
H -0.0989 4.3930 -0.7917 -0.009 -0.005 0.013
H -1.8433 4.1877 -0.7506 0.003 -0.008 -0.008
H -1.0795 4.9388 -2.1655 0.012 0.003 0.001
```
Forces are in eV/Å.

Largest force on an atom   0.34 eV/A
Gap between HOMO and LUMO (spin up / spin down)   5.8 / 5.8 eV
Net charge   -1
HOMO (spin up / spin down)   -0.1267 / -0.1462 Ha
E_tot   -215691.994 eV
Multiplicity   3

Results of the Mulliken charge analysis, in e, for atoms 1 through 99: 1.814, -1.070, -0.103, -0.033, -1.460, 0.958, 0.491, -0.579, -0.933, -0.972, -0.521, 0.560, 0.537, -0.200, -1.196, -1.224, -0.773, 0.378, 0.341, 0.174, 0.563, -0.070, -0.791, 0.468, 0.376, 0.471, 0.215, 0.385, 0.375, 0.236, 0.405, 0.384, 0.273, 0.346, 0.295, 0.420, -0.054, 0.497, 0.108, -1.843, 2.614, -1.857, -1.810, -1.810, 0.190, 2.882, -1.916, -2.030, -1.329, 2.656, -1.952, -1.763, -2.051, 0.533, 0.301, 0.285, 0.629, 0.295, 0.166, 0.534, 0.306, 0.310, 0.280, 0.533, 0.322, 0.269, 0.227, 0.632, 0.271, 0.573, -0.221, 0.365, 0.539, 0.322, 0.279, 0.273, 0.556, 0.253, 0.613, 0.342, -0.531, -0.911, -0.227, 0.807, -1.012, -0.727, 0.375, 0.509, 0.189, 0.615, 0.494, -1.029, 0.311, -0.788, -1.119, -0.671, 0.555, -0.530, -1.262